# 1
Entry from OMol25: a molecular structure, H14NaO11S at a distorted geometry (wB97M-V/def2-TZVPD).

Geometry as XYZ:
```
27
Properties=species:S:1:pos:R:3
Na -0.482 0.301 -0.464
S 2.171 0.020 1.945
O 2.251 1.488 1.853
O 3.496 -0.634 1.909
O 1.410 -0.375 3.152
O 1.354 -0.462 0.782
O -2.281 -1.363 0.235
H -2.132 -2.305 0.079
H -2.505 -1.292 1.171
O 0.343 -3.078 0.757
H 0.579 -3.294 1.665
H 0.592 -2.120 0.686
O 1.932 -1.404 -1.711
H 2.778 -1.040 -1.987
H 1.830 -1.096 -0.778
O -0.197 2.922 -2.600
H -0.415 2.980 -1.656
H -0.973 3.269 -3.049
O -1.618 2.617 -0.199
H -2.531 2.702 -0.497
H -1.609 2.971 0.699
O -0.746 -0.815 -2.903
H -0.303 -0.656 -3.742
H -0.957 -1.755 -2.902
O -0.944 0.652 2.278
H -0.053 0.283 2.524
H -0.991 1.486 2.753
```

Output
- ΔE to the lowest compared entry with this formula, charge and spin (kcal/mol) = 15.0
- total charge = -1
- calculated total energy (eV) = -38005.9906
- Kohn-Sham gap (eV) = 5.6

***

# 2
Entry from OMol25: 3 unconnected molecules or ions with the total composition C9H15BN3O3 at a distorted geometry (wB97M-V/def2-TZVPD).

Geometry as XYZ:
```
31
Properties=species:S:1:pos:R:3
O 3.438 -1.484 0.992
N 2.920 -0.597 0.328
O 1.608 -0.851 0.109
C 0.826 -0.702 1.366
B -0.776 -0.868 0.899
O -0.782 -2.094 0.024
H 1.034 -1.646 2.065
H 1.008 0.319 1.912
H -1.425 -1.102 1.863
H -1.137 0.083 0.307
H -0.483 -2.820 0.677
N -3.983 0.408 3.121
C -4.462 0.429 1.837
C -5.190 1.586 1.673
C -5.143 2.290 2.900
C -4.389 1.541 3.775
H -3.417 -0.329 3.522
H -4.246 -0.380 1.152
H -5.699 1.890 0.767
H -5.610 3.242 3.121
H -4.108 1.717 4.805
N 3.447 -0.405 -2.780
C 4.261 0.695 -2.866
C 4.743 0.768 -4.154
C 4.196 -0.322 -4.871
C 3.398 -1.028 -4.000
H 2.959 -0.708 -1.947
H 4.428 1.328 -2.005
H 5.415 1.526 -4.535
H 4.366 -0.566 -5.912
H 2.801 -1.919 -4.142
```

Output
- total charge = -1
- calculated total energy (eV) = -20862.9397
- Kohn-Sham gap (eV) = 7.8

***

Which of these has the lowest calculated total energy?
H14NaO11S

***

Look up the Kohn-Sham gap of the first one.
5.6 eV

***

Look up the Kohn-Sham gap of the first one.
5.6 eV